[1]
{"formula": "C18H20N4O7RuS2", "method": "ωB97M-V/def2-TZVPD", "elements": ["Ru", "O", "C", "O", "C", "O", "C", "C", "O", "O", "H", "H", "H", "H", "H", "S", "C", "C", "C", "C", "C", "C", "S", "H", "H", "H", "H", "C", "N", "C", "C", "N", "H", "H", "H", "H", "H", "H", "C", "N", "C", "C", "C", "O", "N", "C", "O", "H", "H", "H", "H", "H"], "xyz": [[-0.5314, 0.2649, 0.3253], [0.5576, -3.6033, 2.8452], [-0.3890, -3.1826, 1.9756], [-1.2427, -2.3971, 2.2727], [-0.2141, -3.8164, 0.5996], [0.4748, -2.9761, -0.2848], [1.8392, -2.7866, 0.0501], [2.1271, -1.7190, 1.1154], [3.2150, -1.8389, 1.6907], [1.3142, -0.7541, 1.2751], [0.4580, -3.0621, 3.6430], [0.3069, -4.7754, 0.7116], [-1.2095, -3.9717, 0.1862], [2.2946, -3.7236, 0.3832], [2.3411, -2.4630, -0.8638], [-2.6336, 0.3032, 1.1547], [-3.2605, 1.8913, 0.7415], [-4.4726, 2.3309, 1.2738], [-5.0150, 3.5489, 0.8978], [-4.3408, 4.3477, -0.0236], [-3.1358, 3.9201, -0.5556], [-2.5852, 2.6918, -0.1857], [-1.0829, 2.1307, -0.8907], [-4.9871, 1.7000, 1.9898], [-5.9561, 3.8771, 1.3227], [-4.7541, 5.3035, -0.3235], [-2.6046, 4.5364, -1.2723], [3.0534, 0.9359, 3.4464], [2.5330, 1.7946, 2.3777], [3.4444, 2.0674, 1.2574], [1.2720, 1.6773, 2.0664], [0.1388, 1.6334, 1.8079], [3.9592, 1.4031, 3.8347], [3.2659, -0.0663, 3.0675], [2.3142, 0.8789, 4.2425], [4.3574, 2.5036, 1.6622], [2.9722, 2.7721, 0.5773], [3.6626, 1.1524, 0.7062], [-1.5119, -1.8607, -3.8410], [-0.3335, -1.1735, -3.3500], [0.7808, -0.9416, -4.1158], [1.8481, -0.2926, -3.6290], [1.8441, 0.2087, -2.2459], [2.7950, 0.8152, -1.7664], [0.7078, -0.0730, -1.5347], [-0.3244, -0.7349, -2.0501], [-1.3098, -0.9470, -1.2987], [-1.3946, -2.0333, -4.9093], [-2.3967, -1.2524, -3.6615], [-1.6430, -2.8141, -3.3284], [0.7315, -1.3166, -5.1301], [2.7201, -0.1135, -4.2392]], "de_lowest_kj_mol": 74.5, "homo_ev": [-3.76, -4.02], "total_charge": -1, "multiplicity": 2, "orbital_gap_ha": [0.2395, 0.2487]}

=====

[2]
{"formula": "C14H29F12N6O11S4", "method": "ωB97M-V/def2-TZVPD", "elements": ["N", "H", "H", "H", "H", "N", "H", "H", "H", "H", "C", "F", "F", "F", "S", "O", "O", "N", "S", "O", "O", "C", "F", "F", "F", "C", "F", "F", "F", "S", "O", "O", "N", "S", "O", "O", "C", "F", "F", "F", "C", "C", "O", "H", "H", "H", "H", "H", "C", "O", "N", "C", "C", "H", "H", "H", "H", "H", "H", "H", "C", "C", "O", "C", "H", "H", "H", "H", "H", "H", "C", "C", "N", "H", "H", "H"], "xyz": [[-0.7960, 0.9989, -2.4359], [-1.2984, 0.1321, -2.5634], [-0.8258, 1.5965, -3.2496], [0.1818, 0.7467, -2.4153], [-1.1881, 1.4540, -1.6239], [0.5444, 0.3548, 0.2391], [0.9765, 0.3163, -0.6730], [-0.0869, 1.1362, 0.3436], [1.3205, 0.5050, 0.8678], [0.0571, -0.5015, 0.4612], [-4.2686, -1.0840, -0.9341], [-5.0125, -0.8983, -2.0752], [-3.9847, 0.1447, -0.3842], [-4.9598, -1.7796, -0.0153], [-2.6369, -1.9603, -1.2601], [-1.6339, -1.3744, -0.3177], [-2.9084, -3.3833, -1.0422], [-2.1403, -1.2769, -2.8002], [-2.4358, -2.3990, -3.7882], [-1.3313, -3.3702, -3.8742], [-3.8031, -2.9023, -3.6641], [-2.3867, -1.4700, -5.5187], [-2.7582, -2.2650, -6.5224], [-3.1111, -0.3779, -5.5413], [-1.1721, -1.1261, -5.9223], [2.6716, -2.3822, -1.8178], [2.9765, -3.5379, -2.4105], [1.7444, -2.6490, -0.9017], [3.7389, -1.9761, -1.1854], [2.0660, -0.9978, -3.0558], [3.0987, -1.0432, -4.0968], [0.7602, -1.4444, -3.5291], [1.8568, 0.4204, -2.0164], [2.9513, 1.3203, -2.7145], [4.2993, 0.8660, -2.6513], [2.4171, 1.7927, -3.9765], [3.0909, 2.8910, -1.5315], [3.3452, 2.4002, -0.3357], [4.1545, 3.7008, -1.9291], [2.0445, 3.6945, -1.5992], [-3.4616, 2.9441, 1.6132], [-2.1440, 2.1944, 1.3588], [-1.4155, 2.3760, 0.2043], [-3.1827, 3.9411, 1.9544], [-4.0776, 2.4505, 2.3648], [-4.1629, 2.9609, 0.7790], [-2.4681, 1.1615, 1.4861], [-1.4910, 2.4722, 2.1862], [2.4748, 2.0702, 3.0598], [2.0729, 1.0964, 2.4093], [2.2912, 3.3089, 2.6295], [2.6906, 4.4308, 3.3172], [1.4839, 3.7154, 1.5774], [2.9779, 1.9206, 4.0276], [1.7671, 4.9800, 3.5007], [3.3593, 5.0342, 2.7034], [3.2318, 4.2905, 4.2529], [0.4859, 4.0029, 1.9084], [1.9552, 4.4795, 0.9591], [1.2184, 2.8498, 0.9706], [-1.3282, -1.8422, 3.4493], [0.2198, -1.6762, 3.3733], [0.7858, -1.2735, 2.3885], [0.9570, -2.1564, 4.5544], [-1.6620, -2.6832, 4.0571], [-1.5877, -2.2168, 2.4591], [-1.9716, -0.9797, 3.6233], [1.9397, -2.4585, 4.1922], [0.5006, -3.0272, 5.0251], [1.1503, -1.4017, 5.3167], [0.0733, -4.4899, 0.7073], [0.6905, -4.7521, 2.0207], [1.2120, -5.0143, 3.0276], [0.7214, -4.8585, -0.0878], [0.1117, -3.4085, 0.5760], [-0.9762, -4.7127, 0.5152]], "homo_ev": [-9.99, -9.99], "total_charge": 0, "multiplicity": 2, "orbital_gap_ha": [0.3535, 0.2142]}

=====

[3]
{"formula": "C11H15N2NiO5", "method": "ωB97M-V/def2-TZVPD", "elements": ["Ni", "C", "O", "C", "O", "N", "N", "H", "H", "H", "H", "H", "H", "C", "O", "C", "C", "C", "C", "C", "C", "O", "C", "O", "C", "H", "H", "H", "H", "H", "H", "H", "H", "H"], "xyz": [[0.5958, 1.0382, 0.6700], [2.0882, 2.2614, 5.3367], [1.0447, 1.6731, 4.5357], [1.1410, 1.6307, 3.2370], [0.2298, 1.1385, 2.5681], [2.2466, 2.1391, 2.6248], [2.2466, 2.0719, 1.2202], [1.7507, 2.1595, 6.3611], [2.2011, 3.3192, 5.0981], [3.0218, 1.7146, 5.2055], [2.9879, 2.6218, 3.1040], [3.0279, 1.5022, 0.9040], [2.3219, 2.9967, 0.8044], [-3.6146, -4.0018, -0.7986], [-3.0595, -3.4918, -2.0094], [-2.2019, -2.4750, -1.9376], [-1.7137, -2.0205, -3.1934], [-0.8466, -0.9851, -3.2311], [-0.3914, -0.3272, -2.0442], [0.5089, 0.7500, -2.1092], [1.0396, 1.3180, -3.3915], [0.9676, 1.3588, -1.0811], [-0.8835, -0.8107, -0.7858], [-0.5332, -0.3302, 0.3680], [-1.7934, -1.8829, -0.7634], [-4.2876, -4.7988, -1.0957], [-4.1716, -3.2251, -0.2730], [-2.8308, -4.4019, -0.1539], [-2.0556, -2.5162, -4.0902], [-0.4874, -0.6560, -4.1936], [0.5196, 0.9823, -4.2790], [2.0946, 1.0516, -3.4789], [0.9813, 2.4039, -3.3313], [-2.1445, -2.2083, 0.2033]], "de_lowest_kj_mol": 10.6, "homo_ev": [-11.20, -11.20], "total_charge": 1, "orbital_gap_ha": [0.3007, 0.2986]}

=====

[4]
{"formula": "C3H5NO", "method": "ωB97M-V/def2-TZVPD", "elements": ["O", "C", "C", "C", "N", "H", "H", "H", "H", "H"], "xyz": [[-1.2619, 1.0860, 0.7241], [-1.1727, 0.6419, -0.4149], [-0.1402, -0.5154, -0.5497], [1.1839, -0.1393, 0.0531], [0.2757, -0.9973, 0.7722], [-1.9036, 1.3695, -0.8027], [-0.1417, -1.2910, -1.3161], [2.0956, -0.6127, -0.3062], [1.2911, 0.8963, 0.3714], [-0.2262, -0.4379, 1.4688]], "smiles": "O=C[C@H]1CN1", "de_lowest_kj_mol": 263.9, "homo_ev": -9.82, "total_charge": 0, "orbital_gap_ha": 0.3936}

=====

[5]
{"formula": "C38H38N4O6", "method": "ωB97M-V/def2-TZVPD", "elements": ["N", "C", "C", "C", "C", "C", "H", "H", "H", "H", "H", "N", "C", "C", "C", "C", "C", "H", "H", "H", "H", "H", "N", "C", "C", "C", "C", "C", "H", "H", "H", "H", "H", "N", "C", "C", "C", "C", "C", "H", "H", "H", "H", "H", "C", "C", "C", "C", "C", "C", "O", "O", "H", "H", "H", "H", "H", "H", "C", "C", "C", "C", "C", "C", "O", "O", "H", "H", "H", "H", "H", "H", "C", "C", "C", "C", "C", "C", "O", "O", "H", "H", "H", "H", "H", "H"], "xyz": [[-44.2748, 11.6861, -8.8430], [-45.2901, 11.2654, -8.1138], [-45.0696, 10.0527, -7.3787], [-43.8744, 9.2944, -7.3087], [-42.8507, 9.7952, -8.2680], [-43.1291, 11.0169, -8.9374], [-46.2332, 11.7551, -7.7763], [-45.8183, 9.7339, -6.7816], [-43.7081, 8.4050, -6.8289], [-41.9904, 9.4153, -8.2626], [-42.2770, 11.4760, -9.3679], [-41.0450, 15.7397, -11.3314], [-42.0139, 14.7498, -11.1258], [-43.3005, 14.8682, -11.7280], [-43.8223, 15.9970, -12.2774], [-42.8721, 17.1060, -12.2999], [-41.5283, 16.9285, -11.8495], [-41.7393, 13.8524, -10.5912], [-43.9567, 13.8644, -11.5364], [-44.7695, 16.1180, -12.7204], [-43.0713, 17.9461, -12.7633], [-40.8588, 17.6933, -12.2040], [-41.9296, 13.6823, -15.9184], [-41.1574, 14.0655, -16.9912], [-39.8484, 14.6690, -16.7929], [-39.4335, 15.0061, -15.5335], [-40.2232, 14.5646, -14.4451], [-41.4027, 13.8794, -14.7421], [-41.5245, 13.7720, -18.0219], [-39.2234, 15.1147, -17.5302], [-38.6377, 15.6838, -15.1865], [-40.0894, 14.5385, -13.4038], [-41.8944, 13.5230, -13.8009], [-41.3743, 11.2323, -12.5812], [-40.2955, 11.4054, -11.8028], [-39.7039, 10.2819, -11.0281], [-40.2963, 9.0721, -11.0693], [-41.5253, 8.8291, -11.8270], [-41.8843, 9.9176, -12.6774], [-39.9233, 12.3032, -11.9321], [-39.0579, 10.7079, -10.2064], [-40.0408, 8.3259, -10.3836], [-42.1338, 7.8661, -11.7648], [-42.6720, 9.9817, -13.4924], [-40.4494, 20.5886, -13.0965], [-40.3225, 20.4786, -14.5619], [-41.4182, 20.3186, -15.4115], [-42.7064, 20.4070, -14.8181], [-42.8645, 20.5325, -13.4690], [-41.7051, 20.6293, -12.6025], [-42.0406, 20.7456, -11.2954], [-41.1900, 20.1034, -16.6843], [-39.4992, 20.7820, -12.4491], [-39.4401, 20.2581, -15.1602], [-43.4298, 20.3093, -15.5056], [-43.8908, 20.3601, -13.1943], [-42.8951, 20.4957, -11.3348], [-42.1068, 20.2397, -17.1765], [-47.5826, 15.1743, -7.7368], [-48.9177, 15.4763, -6.9037], [-50.0419, 15.8738, -7.5388], [-49.9407, 16.1209, -8.9493], [-48.8110, 15.6896, -9.7198], [-47.5670, 15.3210, -9.1217], [-46.4544, 15.1365, -9.8583], [-51.0356, 16.5795, -6.9017], [-46.5833, 14.7489, -7.0823], [-48.9311, 15.6083, -5.7832], [-50.6776, 16.5870, -9.5418], [-48.8200, 15.8368, -10.7574], [-46.6325, 15.1609, -10.7498], [-51.7155, 16.7743, -7.4906], [-47.0595, 19.0381, -12.4218], [-45.9764, 18.8201, -11.4598], [-45.4315, 19.9965, -10.7442], [-45.9927, 21.2507, -11.0056], [-46.9551, 21.4720, -11.9650], [-47.4836, 20.3871, -12.7529], [-48.3826, 20.6082, -13.7893], [-44.5099, 19.8808, -9.8711], [-47.4213, 18.0980, -13.1033], [-45.7863, 17.7910, -11.4141], [-45.5455, 22.0874, -10.6558], [-47.2749, 22.3781, -12.2985], [-48.9808, 21.3350, -13.7263], [-44.6650, 19.0654, -9.5659]], "smiles": "Oc1ccc(O)cc1.Oc1ccc(O)cc1.Oc1ccc(O)cc1.c1ccncc1.c1ccncc1.c1ccncc1.c1ccncc1", "de_lowest_kj_mol": 0.0, "homo_ev": -7.87, "total_charge": 0, "orbital_gap_ha": 0.3057}

=====

[6]
{"formula": "C41H20ClIIrN9O", "method": "ωB97M-V/def2-TZVPD", "elements": ["Ir", "C", "C", "C", "C", "C", "N", "C", "C", "C", "C", "C", "C", "C", "C", "N", "C", "N", "C", "N", "C", "N", "C", "N", "C", "N", "C", "C", "C", "C", "C", "C", "C", "C", "C", "C", "C", "C", "C", "C", "N", "H", "H", "H", "H", "H", "H", "H", "H", "H", "H", "H", "H", "H", "H", "H", "H", "Cl", "C", "C", "C", "I", "C", "O", "C", "N", "C", "C", "C", "C", "H", "H", "H", "H"], "xyz": [[0.3782, 0.3428, 0.7920], [0.1520, -6.0178, -1.4559], [-0.4459, -6.1290, -0.2221], [-0.6024, -4.9685, 0.5578], [-0.0928, -3.7494, 0.1150], [-0.1997, -2.6194, 1.0011], [-1.0831, -2.6083, 2.0115], [-1.2654, -1.4865, 2.6551], [-2.1272, -1.3674, 3.8168], [-2.7737, -2.3282, 4.5504], [-3.5430, -1.9379, 5.6387], [-3.6361, -0.6058, 5.9831], [-2.9985, 0.3775, 5.2268], [-2.2330, -0.0102, 4.1457], [-1.4893, 0.7501, 3.1655], [-1.5760, 2.0708, 3.0913], [-0.9561, 2.7341, 2.1080], [0.0366, 2.2712, 1.2459], [0.4806, 3.3328, 0.4532], [1.5861, 3.4050, -0.2767], [2.2562, 2.2937, -0.5957], [1.8420, 0.9728, -0.6293], [2.7473, 0.2597, -1.5274], [2.6291, -0.7218, -2.3750], [0.8711, -2.1734, -1.5201], [0.6057, -1.5640, 0.7502], [0.4585, -3.6351, -1.1794], [0.6187, -4.7924, -1.9305], [3.9188, 1.1343, -1.6894], [5.1493, 0.9808, -2.3627], [6.0496, 2.0504, -2.4015], [5.7102, 3.2789, -1.8728], [4.4699, 3.4639, -1.2665], [3.5837, 2.3803, -1.1597], [-0.3330, 4.4879, 0.7654], [-0.3439, 5.7893, 0.2893], [-1.2982, 6.6725, 0.7834], [-2.1468, 6.3090, 1.8082], [-2.1059, 5.0217, 2.3305], [-1.1846, 4.1197, 1.8168], [-0.8607, -0.1577, 2.3218], [0.2760, -6.9031, -2.0895], [-0.7725, -7.1131, 0.1443], [-1.0865, -5.0412, 1.5284], [-2.6646, -3.3913, 4.2861], [-4.0599, -2.7087, 6.2276], [-4.2531, -0.3151, 6.8457], [-3.0698, 1.4287, 5.4965], [1.1375, -4.8013, -2.8994], [5.3964, 0.0584, -2.8936], [6.9966, 1.9130, -2.9237], [6.4127, 4.1151, -1.9383], [4.1910, 4.4491, -0.8848], [0.3346, 6.1200, -0.5214], [-1.3122, 7.6879, 0.3816], [-2.8860, 7.0111, 2.1770], [-2.7977, 4.7064, 3.1127], [-1.9205, -3.6607, -4.9255], [-0.7406, -2.6654, -4.0598], [0.5572, -2.8726, -4.5358], [1.6896, -2.2626, -3.9730], [3.3608, -1.8718, -5.1142], [1.8190, -1.7697, -2.6586], [1.5443, -1.7527, -0.3375], [-0.4565, -1.3820, -1.8416], [-0.8468, -0.3315, -1.0734], [-2.0045, 0.2872, -1.3406], [-2.8514, -0.1209, -2.3651], [-2.4871, -1.1789, -3.1899], [-1.2234, -1.7846, -3.0090], [0.6750, -3.5341, -5.3878], [-2.2920, 1.1248, -0.6899], [-3.7963, 0.4234, -2.4918], [-3.1178, -1.4898, -4.0142]], "de_lowest_kj_mol": 0.0, "homo_ev": [-5.52, -6.41], "total_charge": 0, "multiplicity": 5, "orbital_gap_ha": [0.1566, 0.1059]}

=====

[7]
{"formula": "C4H5NO2", "method": "ωB97M-V/def2-TZVPD", "elements": ["C", "C", "C", "C", "N", "O", "O", "H", "H", "H", "H", "H"], "xyz": [[-0.8972, 0.8489, 1.1154], [-1.2152, 0.3913, -0.1361], [0.5558, 0.8388, 1.1379], [0.1299, 0.2522, -0.8502], [1.1834, 0.4050, 0.0671], [0.2576, 0.3240, -2.0401], [0.6289, -1.9199, -0.5702], [-1.5841, 1.2158, 1.9070], [-2.0999, -0.0152, -0.4801], [1.0362, 0.9641, 2.0464], [0.6103, -1.9164, -1.6150], [1.3944, -1.3887, -0.5823]], "smiles": "O=C1C=CC=N1.O", "de_lowest_kj_mol": 255.5, "homo_ev": -10.15, "total_charge": 0, "orbital_gap_ha": 0.3335}

=====

Energy? In order: -2335.0331 -4497.9011 -2421.9795 -247.2067 -2140.8755 -3004.5600 -360.5721 hartree.